The following is a DFT calculation (ωB97M-V with the def2-TZVPD basis set) of a structure of composition C18H36Cl6F6O15PPd in a non-equilibrium geometry.

Charge: +1
HOMO-LUMO gap (alpha / beta) (eV): 5.59 / 0.98
Highest occupied orbital energy (alpha / beta) (eV): -11.327 / -11.327
Multiplicity: 3
LUMO level (alpha / beta) (eV): -5.7 / -10.3
Expectation value of S²: 2.005
M (u): 956.6

XYZ file:
```
83
Properties=species:S:1:pos:R:3:forces:R:3
C 5.09449 -2.09066 -6.19072 0.19 -0.24 -0.03
C -4.60434 1.79455 2.26986 1.57 0.77 -1.63
H 0.21389 5.97225 6.35442 0.69 0.05 1.03
H 5.63274 6.68340 2.03672 -1.14 -0.53 -0.15
Cl 8.09180 -1.92537 4.97215 -0.36 0.69 -0.70
C -3.79673 -0.58062 -5.09264 -2.25 -1.31 -1.88
O -8.03186 -8.20762 -0.04375 -1.18 0.09 -0.50
H 6.62898 3.90038 -2.66923 0.07 0.57 0.37
H 0.34052 8.30082 2.51499 0.05 0.26 -0.06
H -3.01419 -0.49789 2.82309 -0.52 -0.09 -0.02
H -5.51702 0.01458 -7.95138 0.17 1.00 0.66
Cl 5.19360 -3.89586 -5.99530 -0.21 1.32 -0.14
O -3.25054 -0.02763 -4.18442 -0.34 -0.12 -0.81
H -4.29768 -7.22573 -0.03226 0.17 -0.09 0.21
H 6.33569 5.02835 1.76033 -0.32 0.08 0.15
C 1.17988 5.74968 5.90118 -0.84 0.52 -2.06
H 1.69434 6.65772 5.58671 0.01 0.15 0.59
H 8.40824 -5.34197 -1.65670 -0.15 0.24 0.06
Cl 6.70330 -1.34810 -6.30051 0.08 -0.09 0.06
C -0.55099 8.02472 3.07809 0.51 0.55 -1.68
O -5.68280 2.52588 2.49547 -0.95 -0.02 1.47
H -6.10727 -1.25091 -6.97197 0.16 -0.19 0.42
F 1.48662 -2.98996 -0.77611 0.10 2.45 1.04
H 6.82725 -4.64358 -1.19407 0.22 0.17 0.24
Cl 7.94809 -5.77361 0.57217 -0.02 0.66 -0.25
C 4.81983 4.56084 -0.46851 4.26 2.35 3.75
H -3.00562 -2.67798 -3.60007 -0.48 0.04 -0.11
P 1.63453 -1.50035 -0.01195 -0.33 -0.66 0.91
C -2.83094 -2.76819 -4.67220 0.99 1.23 0.33
O 0.74621 5.12489 4.64680 -0.02 -0.41 -0.95
C -3.16177 0.32574 3.52163 0.12 -0.52 -0.26
O -3.90899 1.90121 1.25056 -0.77 -0.54 2.08
H -5.03172 -6.94339 1.58844 0.92 0.15 0.10
Cl 7.08439 0.81004 5.30503 -0.22 -0.20 -0.23
F 1.72747 -0.06966 0.71140 0.44 1.48 1.63
C 5.86078 5.90131 1.31255 2.09 -0.13 -0.59
F 1.58094 -2.16882 1.47982 0.00 -0.12 -1.57
O -3.69780 -1.90429 -5.46552 0.04 0.62 0.84
H -7.04133 3.95316 1.76672 -0.33 -0.89 0.81
C -8.94184 -9.27810 0.31425 0.33 -0.24 1.15
H -4.76307 -5.59711 0.44038 -0.74 0.01 -0.23
C -5.97823 3.73374 1.86547 -0.55 1.14 -2.53
H -8.77971 -9.58858 1.34645 0.56 -0.18 -0.11
H 7.60917 -0.20754 3.27419 0.44 -0.43 0.29
H 5.50669 2.70613 -2.22964 -0.56 0.06 0.91
H -3.18932 -0.05477 4.54268 -0.10 0.07 -0.20
H 7.14070 2.64164 -1.59273 -0.21 0.19 0.50
H -1.81967 -2.38674 -4.81336 0.14 -0.21 -0.05
O 3.76755 4.13954 -1.03749 -0.34 -0.10 -0.33
H -8.87279 -10.14034 -0.34898 0.39 0.25 -0.08
C 7.87105 -4.76452 -0.90432 0.23 -0.61 -0.31
O -6.34106 -8.83070 1.36940 -1.30 1.49 -1.58
O -4.43039 1.00883 3.34032 0.74 0.25 -0.68
H 4.60426 -1.62374 -5.33646 -0.01 -0.51 -0.06
O -0.22598 5.34943 2.66104 -1.04 -2.12 -3.94
H -1.26596 7.72989 2.30998 -0.09 -0.93 0.40
H -2.25891 0.92138 3.38688 -0.44 0.70 0.07
C -5.22117 -0.63564 -7.12809 -0.17 -1.05 -0.83
Cl 8.67631 -3.17081 -0.82192 -0.30 -0.43 0.27
H -5.59885 4.67930 2.25288 0.77 -0.56 0.78
Pd -0.67453 2.47786 -1.15459 -0.16 -0.74 0.34
O -0.11136 7.06146 4.02568 -0.79 1.82 1.29
H 4.59279 -1.81492 -7.11828 -0.06 -0.50 0.18
C 6.30909 3.31225 -1.80907 1.20 -1.29 -2.23
C 7.16732 -0.58693 4.19557 0.07 -0.21 0.18
C -5.02639 -6.65026 0.53861 1.78 -0.58 1.46
H -4.44894 -1.24927 -7.59199 0.11 -0.11 0.47
O 4.74674 5.48230 0.47292 -2.36 -1.23 -1.62
H -5.72921 3.72357 0.80434 0.64 -0.27 -0.04
C 0.08598 5.81635 3.67027 1.86 0.57 4.13
O 6.05210 4.14575 -0.67545 -2.66 0.06 -0.50
H 6.59494 6.36945 0.65684 0.01 -0.17 -0.17
H -9.98640 -8.96902 0.35283 0.25 0.78 -0.65
C -6.85338 -8.05009 0.54567 0.63 -3.89 2.70
H 1.88905 5.06659 6.36871 -0.61 -0.04 0.15
F 3.27323 -1.53450 -0.10411 -0.66 -0.92 0.53
F -0.01569 -1.20735 -0.04743 0.46 -1.30 0.16
H 6.17624 -0.96419 3.94350 0.06 0.13 0.44
O -4.80932 0.01872 -5.93023 2.33 -0.22 1.47
H -0.98029 8.94616 3.47148 0.30 -0.46 1.00
H -2.84816 -3.81784 -4.96551 -0.62 0.39 -0.44
O -6.28627 -6.98298 0.11700 -1.80 2.21 -2.47
F 1.69161 -0.62188 -1.32852 -0.16 -0.15 -2.93
```
Positions in Å, forces in eV/Å.

These are the Löwdin partial charges, in e, on atoms 1 to 6: C -0.987; C -0.567; H 0.102; H 0.120; Cl 0.481; C -0.486